# 1
# C4H9ISi

The molecule C4H9ISi (ωB97M-V with the def2-TZVPD basis set, the Open Molecules 2025 dataset).

The geometry in ORCA input format:
```
! RIJCOSX wB97M-V def2-TZVPD def2/J DEFGRID3
* xyz 0 1
C -0.26 -2.59 0.22
C -0.79 -1.42 -0.08
C -0.03 1.29 1.66
C 0.06 1.32 -1.73
Si 0.42 0.44 0.00
I 2.84 -0.14 -0.27
H -0.76 -3.50 0.09
H 0.71 -2.86 0.67
H -1.71 -1.29 -0.55
H -0.13 0.57 2.60
H 0.79 2.00 2.00
H -1.10 1.79 1.61
H 0.22 2.41 -1.79
H 0.74 0.79 -2.36
H -1.02 1.16 -2.06
*
```

The value obtained for the total energy is -744.97408 Eh. As for the energy above the lowest of the compared OMol25 structures with the same formula, charge and spin: 14.0 kcal per mole. Its structure (SMILES) is C=C[Si](C)(C)I. For the HOMO-LUMO gap, the calculation gives 10.00 eV.

Atomic partial charges in e from the Löwdin method, atoms 1 to 5: atom 1 (C): -0.13, atom 2 (C): -0.20, atom 3 (C): -0.30, atom 4 (C): -0.27, atom 5 (Si): 0.25



# 2
# C29H31HfN13O2S2

A structure of composition C29H31HfN13O2S2 (ωB97M-V with the def2-TZVPD basis set, the Open Molecules 2025 dataset).

The geometry in ORCA input format:
```
! RIJCOSX wB97M-V def2-TZVPD def2/J DEFGRID3
* xyz 2 1
Hf 0.12 0.18 -0.03
C 4.34 -1.18 1.19
C 3.06 -0.92 0.49
N 2.15 -0.12 0.91
N 2.36 0.50 2.14
C 1.24 0.98 2.58
O 0.11 0.86 1.92
C 1.19 1.65 3.90
C 0.05 2.37 4.24
C -0.02 3.01 5.47
C 1.05 2.93 6.35
C 2.20 2.22 6.00
C 2.27 1.59 4.78
C 2.73 -1.65 -0.76
C 3.66 -2.43 -1.41
C 3.28 -3.12 -2.55
C 1.97 -3.01 -2.98
C 1.10 -2.19 -2.28
N 1.46 -1.52 -1.19
H 4.34 -0.71 2.17
H 5.17 -0.76 0.61
H 4.51 -2.25 1.29
H -0.77 2.43 3.54
H -0.90 3.57 5.74
H 0.99 3.42 7.31
H 3.03 2.17 6.69
H 3.16 1.04 4.49
H 4.67 -2.49 -1.03
H 3.99 -3.75 -3.07
H 1.62 -3.55 -3.85
H 0.07 -2.08 -2.59
C -0.22 4.37 -3.01
N -1.36 3.58 -2.53
C -2.57 3.42 -3.19
C -3.34 2.63 -2.42
N -2.59 2.31 -1.29
C -1.36 2.89 -1.39
S -0.09 2.86 -0.25
C -3.10 1.59 -0.17
C -4.45 1.72 0.12
C -4.95 1.08 1.23
C -4.08 0.38 2.05
C -2.75 0.31 1.68
N -2.25 0.88 0.57
H -0.48 4.77 -3.99
H 0.66 3.74 -3.07
H -0.03 5.19 -2.32
H -2.77 3.88 -4.14
H -4.32 2.23 -2.59
H -5.08 2.33 -0.50
H -6.00 1.17 1.48
H -4.41 -0.10 2.95
H -2.03 -0.20 2.30
S 2.05 1.36 -2.11
C 2.10 0.68 -3.65
N 1.10 0.02 -4.24
C 1.40 -0.33 -5.63
C 2.84 0.19 -5.81
N 3.14 0.75 -4.49
H 0.19 -0.01 -3.82
H 0.70 0.16 -6.31
H 1.33 -1.41 -5.79
H 2.91 0.96 -6.58
H 3.54 -0.61 -6.06
H 3.97 1.26 -4.25
N -2.43 -5.53 2.76
C -1.61 -4.50 2.57
N -0.55 -4.34 3.38
N -1.89 -3.67 1.58
C -1.16 -2.68 1.23
N -0.54 -1.77 0.86
H -2.33 -6.17 3.52
H -3.21 -5.64 2.13
H -0.33 -5.01 4.10
H 0.05 -3.55 3.27
O -3.09 -0.66 -2.83
C -2.07 -0.42 -2.31
N -1.02 -0.16 -1.79
*
```

The value obtained for the total energy is -2830.25426 Eh. For the HOMO-LUMO gap, the calculation gives 7.23 eV.

Atomic partial charges in e from the Löwdin method, atoms 1 to 5: atom 1 (Hf): 1.42, atom 2 (C): 0.01, atom 3 (C): -0.25, atom 4 (N): -0.07, atom 5 (N): 0.10



# 3
# C11H16N2O4PdS4

A structure of composition C11H16N2O4PdS4 (ωB97M-V with the def2-TZVPD basis set, the Open Molecules 2025 dataset).

The geometry in ORCA input format:
```
! RIJCOSX wB97M-V def2-TZVPD def2/J DEFGRID3
* xyz 2 1
Pd -0.71 -0.81 -1.63
C -0.84 4.17 -0.84
N -1.04 3.17 0.19
C -1.43 3.67 1.49
C -0.82 1.89 -0.08
O -0.59 1.48 -1.23
C -0.89 0.88 1.08
O -0.34 -0.39 0.73
C 1.01 -0.66 1.13
C 1.99 -0.71 -0.06
O 1.56 -0.71 -1.23
N 3.29 -0.80 0.19
C 4.24 -0.80 -0.91
C 3.90 -0.99 1.49
H -1.73 4.79 -0.95
H -0.61 3.69 -1.78
H -0.01 4.82 -0.56
H -1.93 4.63 1.36
H -0.56 3.85 2.13
H -2.11 2.99 1.99
H -1.95 0.68 1.30
H -0.41 1.28 1.98
H 0.99 -1.66 1.59
H 1.35 0.08 1.86
H 3.74 -0.49 -1.82
H 4.65 -1.80 -1.05
H 5.06 -0.12 -0.69
H 3.18 -0.90 2.30
H 4.69 -0.25 1.63
H 4.36 -1.98 1.53
O -5.54 -5.68 -1.03
C -4.72 -4.85 -1.19
S -2.94 -5.18 -1.23
C -2.43 -3.53 -1.45
C -3.42 -2.56 -1.53
S -3.15 -0.88 -1.75
S -5.07 -3.10 -1.41
S -0.74 -3.25 -1.56
*
```

The value obtained for the total energy is -2559.26404 Eh. As for the energy above the lowest of the compared OMol25 structures with the same formula, charge and spin: 19.5 kcal per mole. For the HOMO-LUMO gap, the calculation gives 5.65 eV.

Atomic partial charges in e from the Löwdin method, atoms 1 to 5: atom 1 (Pd): 0.64, atom 2 (C): 0.00, atom 3 (N): -0.13, atom 4 (C): -0.01, atom 5 (C): -0.39



no.,HOMO (eV)
1,-9.39
2,-12.77
3,-15.69